Record 1
ORCA calculation (ωB97M-V with the def2-TZVPD basis set) on a molecular structure, C31H28N2O5PV at a distorted geometry.

As for the HOMO energy (spin up / spin down): -10.106 / -11.603 eV. As for the total charge: +1. As for the multiplicity: 4. The energy above the lowest of the compared OMol25 structures with the same formula, charge and spin is 57.8 kJ/mol. For the maximum force, the calculation gives 2.35 eV/A. The total energy comes out at -2968.9294 a.u. The expectation value of S² is 3.76. Its LUMO energy (spin up / spin down) is -3.3 / -3.4 eV.

CARTESIAN COORDINATES (ANGSTROEM)
V 0.2856 0.1965 -0.0008
C 0.9321 0.4104 -3.1551
C 0.4272 1.8485 -3.1040
C 1.2103 2.6916 -4.1155
C 0.5756 2.4503 -1.7048
C 0.2419 3.9482 -1.6790
O -0.5124 4.1163 -0.4703
C -0.8532 2.9114 -0.0151
N -0.3297 1.9023 -0.6515
C -1.7813 2.9348 1.1186
C -2.4390 4.1493 1.3669
C -3.3356 4.2725 2.4069
C -3.5989 3.1829 3.2256
C -2.9572 1.9802 2.9930
C -2.0430 1.8360 1.9525
P -1.1550 0.2430 1.8071
C -0.2812 0.1613 3.4075
C 1.0264 0.6435 3.4552
C 1.7206 0.6726 4.6539
C 1.1160 0.2152 5.8151
C -0.1867 -0.2600 5.7779
C -0.8864 -0.2858 4.5819
C -2.4875 -0.9858 1.8720
C -2.2548 -2.2504 2.4103
C -3.2768 -3.1860 2.4446
C -4.5258 -2.8733 1.9285
C -4.7476 -1.6318 1.3504
C -3.7328 -0.6892 1.3185
H 0.8589 0.0224 -4.1707
H 0.3239 -0.2356 -2.5257
H 1.9838 0.3575 -2.8578
H -0.6375 1.8616 -3.3584
H 2.2612 2.7620 -3.8232
H 0.8155 3.7015 -4.2216
H 1.1671 2.2170 -5.0946
H 1.6118 2.2884 -1.3691
H -0.3995 4.2303 -2.5142
H 1.1158 4.5920 -1.6458
H -2.2402 4.9939 0.7246
H -3.8310 5.2177 2.5814
H -4.2960 3.2742 4.0481
H -3.1619 1.1332 3.6339
H 1.5035 0.9963 2.5491
H 2.7362 1.0446 4.6856
H 1.6607 0.2268 6.7499
H -0.6624 -0.6109 6.6845
H -1.8994 -0.6653 4.5631
H -1.2744 -2.5006 2.7968
H -3.0998 -4.1621 2.8769
H -5.3259 -3.6003 1.9703
H -5.7144 -1.3974 0.9247
H -3.9040 0.2779 0.8626
O 1.8285 -0.7037 0.5479
C 2.3590 -1.6709 -0.0500
C 1.6787 -2.5449 -0.9389
C 2.3943 -3.5910 -1.5436
C 1.7602 -4.4583 -2.3877
C 0.3846 -4.3364 -2.6484
C -0.3367 -3.3328 -2.0647
C 0.2749 -2.3828 -1.2104
O -0.4209 -1.3994 -0.7453
N 2.5286 -5.5256 -3.0244
O 1.9301 -6.2733 -3.7718
O 3.7152 -5.6013 -2.7631
H 3.4192 -1.8716 0.1357
H 3.4518 -3.7197 -1.3523
H -0.0840 -5.0464 -3.3151
H -1.3966 -3.2226 -2.2509


Record 2
ORCA calculation (ωB97M-V with the def2-TZVPD basis set) on a molecular structure, C31H28N5O6SW.

As for the HOMO energy: -10.986 eV. As for the total charge: +1. The energy above the lowest of the compared OMol25 structures with the same formula, charge and spin is 116.2 kJ/mol. For the maximum force, the calculation gives 0.74 eV/A. The total energy comes out at -2388.4444 a.u. Its LUMO energy is -5.1 eV.

CARTESIAN COORDINATES (ANGSTROEM)
W -0.5835 0.2192 -0.9609
O -1.7013 -1.0236 -0.0211
C -2.9686 -0.9858 0.4401
C -3.8284 -2.0530 0.2516
C -5.1064 -1.9722 0.7789
C -5.5263 -0.8496 1.4961
C -4.6526 0.1984 1.6926
C -3.3593 0.1449 1.1600
C -2.4440 1.2354 1.3731
N -1.2867 1.3296 0.8187
N -0.5935 2.5064 1.0488
C 0.5091 2.4767 0.3946
O 0.8672 1.3473 -0.2649
C 1.4023 3.6346 0.2999
C 2.6135 3.5282 -0.3774
C 3.4457 4.6308 -0.4801
C 3.0659 5.8368 0.0911
C 1.8534 5.9453 0.7623
C 1.0181 4.8491 0.8679
H -3.4876 -2.9188 -0.3003
H -5.7904 -2.7974 0.6300
H -6.5285 -0.8056 1.8980
H -4.9569 1.0733 2.2542
H -2.7351 2.0582 2.0209
H 2.8927 2.5923 -0.8402
H 4.3834 4.5535 -1.0131
H 3.7125 6.7003 0.0066
H 1.5568 6.8902 1.1968
H 0.0687 4.9254 1.3795
S -1.4813 -3.3374 -3.7137
C -2.9073 -2.3933 -3.6706
C -2.7623 -1.2431 -2.9491
C -1.4322 -1.0899 -2.4786
C -0.6435 -2.1406 -2.8271
C 0.7643 -2.0718 -2.5105
C 1.7670 -2.9022 -2.9933
C 3.0858 -2.5574 -2.7820
C 3.3887 -1.3749 -2.1126
C 2.3564 -0.6145 -1.6184
N 1.0748 -0.9924 -1.7559
H -3.7956 -2.7430 -4.1743
H -3.5561 -0.5237 -2.8071
H 1.5002 -3.7769 -3.5704
H 3.8791 -3.1844 -3.1673
H 4.4074 -1.0427 -1.9780
H 2.5258 0.3120 -1.0964
O -2.4634 3.4834 -2.2672
C -1.7279 2.5685 -2.1999
O -2.0013 1.4062 -1.4908
C -0.3199 2.4307 -2.8034
O 0.2551 3.3210 -3.3381
O 0.1059 1.1864 -2.6069
C 1.2164 -2.5267 0.8101
C 1.7713 -3.2920 2.0426
N 1.8517 -2.4100 3.2017
C 0.5025 -1.9805 3.5505
C -0.1998 -1.3492 2.3183
N 0.7627 -1.1739 1.2048
C 1.9242 -0.4224 1.7227
C 2.6282 -1.2254 2.8517
H 0.3667 -3.0461 0.3613
H 1.9907 -2.4245 0.0522
H 2.7661 -3.6827 1.8256
H 1.1343 -4.1399 2.2967
H 0.5701 -1.2657 4.3714
H -0.0636 -2.8409 3.9085
H -0.6257 -0.3774 2.5616
H -1.0012 -1.9935 1.9655
H 1.5707 0.5452 2.0794
H 2.6096 -0.2394 0.8969
H 2.7382 -0.6082 3.7435
H 3.6269 -1.5366 2.5427